The following is a DFT calculation (ωB97M-V/def2-TZVPD) of the molecule C17H17N3O2S at a distorted geometry.

ORCA input file:
```
! wB97M-V def2-TZVPD RIJCOSX def2/J DEFGRID3
* xyz 0 1
C -4.068 -2.933 1.155
C -3.508 -1.744 1.259
C -3.789 -0.593 0.333
N -2.568 0.028 -0.117
C -1.765 -0.475 -1.118
C -2.126 -1.700 -1.880
C -0.678 0.337 -1.237
C -0.808 1.378 -0.272
C 0.102 2.470 -0.029
O -0.125 3.416 0.703
C 1.437 2.415 -0.787
O 2.014 1.117 -0.714
C 3.256 0.995 -0.264
N 4.001 2.051 0.012
C 5.242 1.852 0.442
N 5.842 0.701 0.628
C 5.102 -0.367 0.355
S 5.639 -2.007 0.518
C 4.091 -2.582 -0.018
C 3.212 -1.599 -0.308
C 3.774 -0.310 -0.102
C -2.004 1.142 0.406
C -2.616 1.916 1.514
H -3.849 -3.728 1.846
H -4.783 -3.158 0.379
H -2.790 -1.534 2.041
H -4.383 0.159 0.861
H -4.362 -0.938 -0.532
H -1.328 -1.936 -2.578
H -3.046 -1.554 -2.448
H -2.270 -2.548 -1.211
H 0.124 0.216 -1.935
H 1.252 2.647 -1.843
H 2.122 3.156 -0.366
H 5.816 2.742 0.657
H 3.937 -3.641 -0.081
H 2.204 -1.754 -0.648
H -2.795 1.287 2.386
H -1.942 2.723 1.788
H -3.566 2.354 1.205
*
```

The LUMO energy is 0.6 eV. As for the energy relative to the best compared isomer or geometry (same formula, charge and spin): 54.3 kcal per mole. For the frontier orbital gap, the calculation gives 8.84 eV. Its SMILES is C=CCn1c(C)cc(C(=O)COc2ncnc3sccc23)c1C. The HOMO energy comes out at -8.2 eV.

The following is a DFT calculation (ωB97M-V/def2-TZVPD) of the molecule C17H17N3O4 at a distorted geometry.

ORCA input file:
```
! wB97M-V def2-TZVPD RIJCOSX def2/J DEFGRID3
* xyz 0 1
N 2.169 -1.811 0.685
C 2.492 -0.687 -0.003
N 1.766 0.051 -0.753
O 0.407 -0.170 -1.016
C -0.517 -0.520 -0.128
O -0.315 -0.832 1.024
C -1.879 -0.451 -0.774
C -2.804 -1.541 -0.235
C -4.239 -1.368 -0.745
C -4.845 -0.085 -0.249
C -4.945 1.027 -1.074
C -5.472 2.215 -0.598
C -5.903 2.307 0.713
C -5.808 1.203 1.545
C -5.282 0.017 1.066
C 3.914 -0.266 0.014
C 4.933 -1.211 0.125
C 6.255 -0.811 0.143
C 6.556 0.542 0.054
N 7.936 0.963 0.083
O 8.163 2.151 0.009
O 8.783 0.101 0.182
C 5.551 1.495 -0.070
C 4.234 1.087 -0.092
H 2.833 -2.135 1.369
H 1.195 -1.911 0.956
H -1.764 -0.515 -1.856
H -2.300 0.529 -0.532
H -2.428 -2.520 -0.539
H -2.794 -1.499 0.856
H -4.836 -2.213 -0.395
H -4.237 -1.381 -1.837
H -4.613 0.961 -2.101
H -5.545 3.071 -1.253
H -6.314 3.234 1.086
H -6.146 1.268 2.569
H -5.213 -0.842 1.718
H 4.699 -2.264 0.169
H 7.058 -1.526 0.224
H 5.820 2.538 -0.147
H 3.434 1.801 -0.194
*
```

The LUMO energy is -0.7 eV. As for the energy relative to the best compared isomer or geometry (same formula, charge and spin): 67.0 kcal per mole. For the frontier orbital gap, the calculation gives 8.55 eV. Its SMILES is N/C(=N\OC(=O)CCCc1ccccc1)c1ccc([N+](=O)[O-])cc1. The HOMO energy comes out at -9.3 eV.

The following is a DFT calculation (ωB97M-V/def2-TZVPD) of a structure of composition C17H17N6O2Pm at a distorted geometry.

ORCA input file:
```
! wB97M-V def2-TZVPD RIJCOSX def2/J DEFGRID3
* xyz 2 5
Pm 0.116 1.136 -0.685
N 1.396 -3.371 -1.471
C 1.393 -2.051 -1.596
N 1.192 -1.202 -0.619
C 0.984 -1.723 0.668
N 0.706 -0.970 1.698
N 0.537 0.355 1.475
C 0.206 1.098 2.482
C -0.021 2.523 2.280
C -0.412 3.332 3.349
C -0.559 4.694 3.148
C -0.335 5.207 1.878
C 0.015 4.339 0.853
N 0.183 3.025 1.029
C 1.061 -3.150 0.880
C 0.950 -3.733 2.149
C 0.948 -5.105 2.273
C 1.059 -5.923 1.146
C 1.210 -5.371 -0.111
C 1.222 -3.988 -0.243
H 1.531 -3.965 -2.283
H 1.581 -1.652 -2.591
H 0.102 0.674 3.482
H -0.578 2.887 4.320
H -0.835 5.337 3.969
H -0.424 6.263 1.682
H 0.195 4.725 -0.147
H 0.865 -3.085 3.006
H 0.860 -5.551 3.249
H 1.035 -6.994 1.257
H 1.324 -6.002 -0.980
N -0.009 1.753 -3.277
C -1.417 2.180 -3.564
C -2.442 1.154 -3.040
C -2.009 0.873 -1.613
O -1.925 1.828 -0.795
O -1.450 -0.226 -1.347
H 0.595 2.491 -3.655
H 0.171 0.930 -3.871
H -1.565 2.307 -4.642
H -1.584 3.138 -3.058
H -2.431 0.225 -3.615
H -3.439 1.591 -3.071
*
```

The LUMO energy (alpha / beta) is -6.9 / -6.9 eV. As for the energy relative to the best compared isomer or geometry (same formula, charge and spin): 21.7 kcal per mole. The expectation value of S² is 6.00. For the frontier orbital gap (alpha / beta), the calculation gives 7.11 / 7.11 eV. The HOMO energy (alpha / beta) comes out at -14.0 / -14.0 eV.

The following is a DFT calculation (ωB97M-V/def2-TZVPD) of a structure of composition C17H17NSr at a distorted geometry.

ORCA input file:
```
! wB97M-V def2-TZVPD RIJCOSX def2/J DEFGRID3
* xyz -2 1
C -0.392 0.922 -3.763
C 1.011 1.088 -3.591
C 1.220 1.920 -2.451
C -0.053 2.235 -1.896
C -1.047 1.623 -2.709
Sr -0.304 -1.030 -1.589
N -3.320 -0.128 -2.022
C 0.778 -3.017 -1.808
C 1.537 -2.562 -2.847
H 2.174 2.339 -2.129
H 1.787 0.724 -4.268
H -0.248 2.894 -1.047
H -2.121 1.748 -2.587
H -0.883 0.423 -4.601
H 1.211 -2.366 -3.884
H 1.287 -3.238 -0.866
H -3.782 -0.941 -2.495
H 2.645 -2.445 -2.773
H -0.270 -3.387 -1.826
C 1.915 0.248 4.289
C 2.450 0.205 2.982
C 1.607 0.149 1.880
C 0.189 0.119 2.039
C -0.728 -0.035 0.988
C -2.082 0.043 1.162
C -2.626 0.187 2.493
C -1.766 0.257 3.572
C -0.356 0.218 3.393
C 0.538 0.269 4.481
H 2.586 0.269 5.149
H 3.533 0.217 2.846
H 2.013 0.147 0.857
H -2.771 -0.007 0.309
H -3.706 0.237 2.635
H -2.141 0.352 4.591
H 0.115 0.325 5.489
*
```

The LUMO energy (alpha / beta) is 4.8 / 4.7 eV. As for the energy relative to the best compared isomer or geometry (same formula, charge and spin): 89.2 kcal per mole. For the frontier orbital gap (alpha / beta), the calculation gives 2.48 / 3.03 eV. The HOMO energy (alpha / beta) comes out at 2.3 / 1.7 eV.

The following is a DFT calculation (ωB97M-V/def2-TZVPD) of a structure of composition C17H18BN7O4Ti at a distorted geometry.

ORCA input file:
```
! wB97M-V def2-TZVPD RIJCOSX def2/J DEFGRID3
* xyz 2 3
C 2.960 -0.561 -0.043
N 1.643 -0.397 -0.340
N 1.556 0.322 -1.511
C 2.819 0.503 -1.986
C 3.733 -0.023 -1.082
B 0.237 0.560 -2.347
N -0.682 -0.693 -2.114
N -0.806 -1.345 -0.920
C -1.481 -2.527 -1.137
C -1.745 -2.630 -2.493
C -1.206 -1.493 -3.081
Ti 0.214 -1.556 0.787
N -0.426 2.041 -2.432
N -1.184 2.695 -1.476
C -1.481 3.922 -1.942
C -0.973 4.075 -3.248
C -0.326 2.859 -3.521
H -2.029 4.665 -1.365
H 0.203 2.538 -4.410
H -1.058 4.932 -3.885
H 0.620 0.455 -3.512
H -1.077 -1.271 -4.130
H 2.990 0.929 -2.964
H -2.212 -3.475 -2.982
H 4.807 -0.050 -1.166
H -1.733 -3.207 -0.334
H 3.290 -1.068 0.848
H -1.420 -0.660 1.062
C -1.531 -1.553 1.772
H -2.378 -2.157 1.446
H -0.591 -2.292 1.898
H -1.702 -1.129 2.763
O 1.114 1.723 2.051
C 1.051 0.684 2.687
O 0.938 -0.538 2.163
C 1.037 0.634 4.185
C 0.724 -0.571 4.850
C 0.607 -0.594 6.229
C 0.826 0.577 6.976
C 1.145 1.785 6.318
C 1.217 1.816 4.927
N 0.694 0.490 8.387
O 0.367 -0.632 8.850
O 0.896 1.496 9.101
H 0.530 -1.485 4.282
H 0.348 -1.514 6.744
H 1.327 2.670 6.924
H 1.394 2.753 4.402
*
```

The LUMO energy (alpha / beta) is -8.0 / -10.1 eV. As for the energy relative to the best compared isomer or geometry (same formula, charge and spin): 27.4 kcal per mole. The expectation value of S² is 2.03. For the frontier orbital gap (alpha / beta), the calculation gives 6.54 / 4.47 eV. The HOMO energy (alpha / beta) comes out at -14.6 / -14.6 eV.

The following is a DFT calculation (ωB97M-V/def2-TZVPD) of a structure of composition C17H18Br2KN2S at a distorted geometry.

ORCA input file:
```
! wB97M-V def2-TZVPD RIJCOSX def2/J DEFGRID3
* xyz -1 1
K -0.341 -0.064 -0.854
C -3.324 1.395 -0.277
C -3.181 0.460 0.883
C -4.158 0.366 1.858
C -3.956 -0.523 2.905
C -2.789 -1.298 2.959
C -2.591 -2.197 4.022
C -1.439 -2.970 4.088
C -0.478 -2.851 3.092
C -0.666 -1.957 2.027
S 0.606 -1.899 0.847
C -1.827 -1.155 1.930
N -2.051 -0.276 0.916
H -4.264 1.955 -0.233
H -3.307 0.831 -1.214
H -2.499 2.114 -0.280
H -5.058 0.967 1.812
H -4.712 -0.611 3.680
H -3.336 -2.297 4.806
H -1.283 -3.665 4.907
H 0.424 -3.457 3.144
Br -2.247 -2.030 -1.735
C -0.996 -2.378 -3.196
Br 0.651 -1.326 -3.241
H -1.528 -2.187 -4.130
H -0.708 -3.429 -3.132
N 1.868 0.967 -1.385
C 3.125 1.540 -1.626
C 4.166 0.757 -2.133
C 5.386 1.335 -2.493
C 5.561 2.712 -2.385
C 4.510 3.510 -1.939
C 3.290 2.927 -1.586
H 1.276 1.528 -0.754
H 1.939 -0.010 -1.067
H 4.033 -0.315 -2.257
H 6.191 0.711 -2.871
H 6.508 3.165 -2.668
H 4.632 4.588 -1.880
H 2.470 3.566 -1.272
H 0.103 1.500 0.731
*
```

The LUMO energy (alpha / beta) is 2.1 / 2.1 eV. For the frontier orbital gap (alpha / beta), the calculation gives 4.61 / 4.61 eV. The HOMO energy (alpha / beta) comes out at -2.5 / -2.5 eV.

The following is a DFT calculation (ωB97M-V/def2-TZVPD) of the molecule C17H18ClNO3S.

ORCA input file:
```
! wB97M-V def2-TZVPD RIJCOSX def2/J DEFGRID3
* xyz 0 1
C 0.377 2.098 0.503
O 0.600 0.707 0.457
C 1.855 0.235 0.212
C 2.950 1.069 0.051
C 4.218 0.555 -0.211
S 5.504 1.749 -0.375
C 6.986 0.756 -0.708
C 4.399 -0.814 -0.331
C 3.305 -1.642 -0.180
C 2.032 -1.159 0.102
C 0.959 -2.188 0.216
O 1.096 -3.303 -0.259
N -0.136 -1.840 0.932
C -1.294 -2.693 0.994
C -2.379 -2.218 0.025
O -2.792 -0.938 0.464
C -3.669 -0.232 -0.286
C -4.287 -0.684 -1.447
C -5.175 0.129 -2.132
C -5.464 1.401 -1.676
C -4.860 1.869 -0.520
C -3.974 1.061 0.161
Cl -3.217 1.631 1.606
H -0.690 2.213 0.688
H 0.637 2.577 -0.445
H 0.938 2.566 1.318
H 2.850 2.140 0.126
H 7.798 1.468 -0.811
H 6.860 0.202 -1.634
H 7.181 0.091 0.128
H 5.365 -1.241 -0.540
H 3.416 -2.711 -0.282
H -0.275 -0.872 1.177
H -0.976 -3.702 0.720
H -1.693 -2.688 2.012
H -1.963 -2.158 -0.989
H -3.225 -2.918 0.031
H -4.080 -1.674 -1.820
H -5.643 -0.244 -3.030
H -6.157 2.030 -2.212
H -5.071 2.858 -0.146
*
```

The LUMO energy is 0.7 eV. As for the energy relative to the best compared isomer or geometry (same formula, charge and spin): 24.4 kcal per mole. For the frontier orbital gap, the calculation gives 8.85 eV. Its SMILES is COc1cc(SC)ccc1C(=O)NCCOc1ccccc1Cl. The HOMO energy comes out at -8.2 eV.

The following is a DFT calculation (ωB97M-V/def2-TZVPD) of a cluster of 2 separate species, C17H18F3N2Si in total at a distorted geometry.

ORCA input file:
```
! wB97M-V def2-TZVPD RIJCOSX def2/J DEFGRID3
* xyz 1 1
F 0.933 -1.118 4.402
C -0.193 -0.677 3.736
C -1.444 -1.021 4.250
C -2.549 -0.604 3.509
F -3.801 -1.022 3.904
C -2.437 0.135 2.337
C -1.163 0.391 1.815
C -1.066 0.854 0.335
C -0.214 2.139 0.062
C -0.804 3.197 -0.628
C -0.066 4.333 -0.957
C 1.295 4.414 -0.639
C 1.850 3.346 0.054
F 3.190 3.390 0.362
C 1.128 2.193 0.398
C -0.030 0.035 2.546
H -1.547 -1.625 5.142
H -3.327 0.431 1.783
H -2.097 1.101 0.025
H -1.863 3.136 -0.898
H -0.553 5.155 -1.481
H 1.909 5.257 -0.950
H 1.650 1.356 0.850
H 0.975 0.186 2.158
C -1.042 -3.030 0.582
Si -1.584 -1.810 -0.752
C -1.207 -2.543 -2.443
C -3.444 -1.507 -0.678
C -0.587 -0.246 -0.475
N -0.737 0.749 -2.918
N -0.241 1.683 -3.268
H -1.689 -3.916 0.619
H -0.015 -3.360 0.379
H -1.040 -2.573 1.578
H -1.794 -3.459 -2.605
H -1.443 -1.834 -3.245
H -0.144 -2.798 -2.520
H -3.968 -2.475 -0.701
H -3.772 -0.972 0.222
H -3.773 -0.926 -1.551
H 0.497 -0.225 -0.668
*
```

The LUMO energy is -6.7 eV. As for the energy relative to the best compared isomer or geometry (same formula, charge and spin): 0.0 kcal per mole. For the frontier orbital gap, the calculation gives 5.91 eV. The HOMO energy comes out at -12.7 eV.